DFT (ωB97M-V/def2-TZVPD) results for an isolated ion of composition C2H6IN4 and charge +1 at a distorted geometry.

Computed properties:
Calculated total energy: -16221.8897 eV
Kohn-Sham gap: 6.82 eV
SMILES: [H]/N=N/C(=[NH2+])CNI

The geometry in ORCA input format:
```
! wB97M-V def2-TZVPD RIJCOSX def2/J DEFGRID3
* xyz 1 1
H 0.43374 -0.47955 3.38074
N 0.39619 -1.07582 2.52627
N 0.35438 -0.32467 1.58399
C 0.35052 -0.12686 0.36170
N 1.46435 0.19471 -0.40673
C -0.81606 0.16043 -0.50718
N -2.15059 -0.00906 -0.02577
I -2.93837 1.01973 1.45167
H 1.39753 0.55969 -1.34768
H 2.29034 -0.20621 -0.05344
H -0.71918 1.10910 -0.97071
H -0.65314 -0.64888 -1.28584
H -2.33395 -1.04619 -0.00846
*
```

Atom charges from the Mulliken analysis, given in e for atoms 1 to 2: number 1, H, carries 0.3327; number 2, N, carries -0.4867